A cluster of 3 separate species, C17H21BCl2F16O5 in total, computed with the ωB97M-V functional and the def2-TZVPD basis.

XYZ file:
```
62
Properties=species:S:1:pos:R:3:forces:R:3:nbo_charge:R:1
C 4.520892 2.965328 -2.976867 0.213 -0.035 -0.105 -0.62
C 4.055371 2.644301 -4.387912 0.029 0.239 -0.058 0.10
O 4.497833 3.767847 -5.230422 0.137 0.026 0.144 -0.78
C 2.557229 2.440508 -4.532643 0.304 -0.006 0.163 -0.68
B 2.004411 1.209169 -3.587158 0.266 -0.430 -0.083 -0.10
C 2.689469 -0.234282 -4.071907 -0.224 -0.002 0.283 0.63
O 2.663719 -1.191860 -3.230743 -0.074 -0.031 -0.011 -0.86
O 3.137939 -0.341489 -5.248481 0.197 -0.016 -0.261 -0.85
C 0.356967 0.913785 -3.632316 0.513 0.088 -0.350 -0.30
Cl -0.365867 0.898107 -1.921661 -0.394 0.142 -0.014 -0.21
C -0.611482 1.819511 -4.388013 -0.460 0.026 0.610 -0.19
C -0.627095 3.271832 -3.905765 -0.234 0.068 -0.007 -0.64
Cl -0.336165 1.702035 -6.163101 0.132 -0.027 -0.195 -0.10
H 5.475008 3.498605 -3.030231 0.029 0.001 0.010 0.18
H 4.673533 2.044222 -2.417115 -0.158 -0.013 0.097 0.22
H 3.799516 3.588776 -2.445671 -0.056 0.017 0.008 0.19
H 4.580168 1.760188 -4.749505 -0.083 -0.107 -0.013 0.19
H 3.760697 3.940785 -5.817445 -0.155 -0.058 -0.114 0.46
H 2.397065 2.186924 -5.586700 -0.152 0.013 -0.011 0.22
H 2.120169 3.431379 -4.326589 -0.146 -0.014 -0.017 0.16
H 2.321857 1.353719 -2.414984 -0.080 0.305 0.027 -0.05
H 0.196536 -0.113712 -3.953430 -0.087 -0.011 0.045 0.23
H -1.621804 1.422296 -4.269051 0.018 -0.026 -0.132 0.19
H -1.498224 3.422380 -3.264327 0.026 -0.033 0.058 0.20
H 0.256242 3.502740 -3.317282 0.111 -0.001 -0.114 0.24
H -0.723601 3.967124 -4.739392 0.148 0.002 -0.021 0.20
C 1.955714 -3.860017 1.153863 -0.070 -0.525 -0.283 -0.13
C 2.913196 -3.298383 2.217726 -0.095 0.331 -0.180 0.60
C 2.399082 -3.209591 3.658049 0.053 -0.115 0.054 0.52
F 1.368494 -2.352884 3.770716 -0.034 0.072 -0.009 -0.32
F 3.401438 -2.761695 4.457076 -0.010 -0.006 0.015 -0.33
F 3.413777 -2.114664 1.842026 0.013 -0.027 0.029 -0.29
F 3.952294 -4.194224 2.293083 0.009 -0.102 0.038 -0.34
O 1.275945 -2.954199 0.327631 0.198 0.431 0.299 -0.48
C 0.078088 -2.398452 0.665747 0.061 -0.308 -0.237 0.85
C 0.162034 -0.875214 0.720077 0.294 0.091 -0.132 0.47
F 1.063493 -0.503084 1.661211 -0.052 -0.071 0.069 -0.33
F -1.054510 -0.410425 1.123448 -0.069 0.062 0.035 -0.35
F -0.411344 -2.921107 1.828186 0.000 0.076 0.089 -0.35
F -0.815380 -2.717067 -0.291337 -0.114 -0.062 0.031 -0.32
H 2.606813 -4.402303 0.469035 0.025 0.048 -0.015 0.24
H 1.279380 -4.594413 1.597488 -0.001 0.088 0.155 0.19
H 2.089731 -4.196183 4.014687 -0.020 0.006 -0.013 0.13
H 0.425304 -0.457663 -0.260760 -0.005 -0.100 0.199 0.23
C -3.434406 -0.968434 3.048861 0.406 -0.298 -0.090 -0.14
C -4.094857 0.289526 2.462323 -0.049 -0.284 0.235 0.60
C -3.736547 1.637549 3.090412 0.079 0.036 -0.058 0.52
F -4.130937 1.688254 4.385002 -0.004 -0.042 0.051 -0.33
F -4.386152 2.616929 2.423408 -0.030 0.024 0.015 -0.32
F -5.442927 0.138954 2.434512 0.043 0.045 -0.014 -0.32
F -3.641261 0.361170 1.193424 -0.158 0.142 -0.260 -0.30
O -4.204326 -1.744206 3.962805 -0.409 0.336 -0.069 -0.51
C -4.205364 -1.527887 5.299939 0.163 -0.116 -0.107 0.85
C -5.611148 -1.191831 5.812727 -0.046 -0.063 0.040 0.50
F -6.077274 -0.070869 5.236637 0.007 0.072 0.003 -0.32
F -5.553919 -0.989429 7.152947 -0.033 -0.003 0.020 -0.33
F -3.311564 -0.606549 5.691980 0.007 0.094 -0.010 -0.31
F -3.865773 -2.696106 5.909474 0.070 -0.056 0.080 -0.33
H -3.297964 -1.625683 2.192687 0.004 -0.008 0.013 0.24
H -2.438576 -0.755361 3.435508 -0.061 0.133 0.065 0.22
H -2.660436 1.814528 3.027395 -0.001 -0.010 0.003 0.15
H -6.290501 -2.019204 5.600719 0.006 -0.009 -0.004 0.14
```
Forces are in eV/Å.

Computed properties:
LUMO energy   0.1257 hartree
ΔE to the lowest compared entry with this formula, charge and spin   0.0 kJ/mol
Gap between HOMO and LUMO   0.1146 Eh
DFT total energy   -97408.786 eV
Total charge   -2

A structure of composition C17H21MnN4S in a non-equilibrium geometry, computed with the ωB97M-V functional and the def2-TZVPD basis.

XYZ file:
```
44
Properties=species:S:1:pos:R:3:forces:R:3:mulliken_spin:R:1
Mn 1.090559 1.534782 0.212918 -1.324 -0.929 0.325 0.99
C -0.753164 -2.708477 4.259556 0.032 0.034 0.004 0.00
C 0.517576 -2.724345 3.420972 -0.047 0.188 0.048 0.00
N 1.122182 -1.395907 3.283590 -0.056 -0.151 -0.029 0.00
C 0.761534 -0.504937 2.354447 -0.021 -0.015 0.184 0.00
S 1.550463 1.064642 2.409896 -0.047 0.205 -0.304 0.00
N -0.178065 -0.834658 1.494476 0.169 -0.139 -0.111 0.00
N -0.365769 0.153848 0.584828 0.935 0.648 0.244 -0.03
C -1.467333 0.233546 -0.055487 -0.471 -0.133 -0.275 0.03
C -2.600114 -0.733604 0.072706 0.035 0.041 -0.057 0.00
C -1.573309 1.450516 -0.869672 -0.180 -0.196 0.072 -0.02
C -2.590554 1.667618 -1.781188 -0.229 0.065 -0.151 0.00
C -2.648292 2.877442 -2.454334 -0.103 -0.104 -0.036 0.01
C -1.694327 3.845642 -2.188800 0.059 0.053 0.089 0.00
C -0.698805 3.547299 -1.277244 -0.076 0.103 0.010 0.00
N -0.634269 2.378293 -0.635730 0.845 0.252 0.068 0.03
H -1.155522 -3.718826 4.351139 0.008 0.050 -0.010 0.00
H -1.506288 -2.073370 3.791387 0.010 -0.026 0.031 0.00
H -0.553915 -2.329140 5.263660 -0.018 -0.024 -0.043 0.00
H 0.299953 -3.088308 2.419385 0.044 -0.027 -0.036 0.00
H 1.268027 -3.377509 3.864927 0.017 0.019 -0.008 0.00
H 1.741070 -1.067052 4.005166 0.045 -0.019 0.004 0.00
H -2.345990 -1.490301 0.807243 -0.020 -0.020 0.009 0.00
H -2.804929 -1.224665 -0.883173 0.013 0.041 0.035 0.00
H -3.512793 -0.220025 0.384220 0.045 -0.012 -0.019 0.00
H -3.327977 0.896483 -1.957834 0.008 0.038 0.010 0.00
H -3.435415 3.064286 -3.174138 0.025 -0.010 0.030 0.00
H -1.717696 4.811906 -2.671735 0.022 -0.014 0.003 0.00
H 0.071689 4.268481 -1.039056 0.057 0.001 -0.027 0.00
C 1.100903 -2.367648 -1.277813 0.010 -0.002 -0.013 0.00
C 1.565333 -0.955134 -1.475943 -0.027 -0.129 -0.076 0.03
C 0.984969 -0.146469 -2.450601 -0.083 -0.052 -0.066 -0.01
C 1.413683 1.158786 -2.646869 -0.084 0.058 0.083 0.01
C 2.448147 1.690083 -1.875364 0.211 0.049 -0.153 -0.02
C 3.062257 0.879458 -0.912348 0.176 -0.153 -0.261 0.00
C 2.600774 -0.426184 -0.705836 0.133 0.089 0.045 0.00
H 1.526967 -3.013649 -2.049051 -0.011 0.015 0.011 0.00
H 0.014681 -2.435664 -1.352221 0.026 0.006 0.014 0.00
H 1.404013 -2.750711 -0.305379 -0.010 0.008 -0.006 0.00
H 0.186308 -0.548671 -3.064667 0.034 0.032 0.012 0.00
H 0.956098 1.767203 -3.417970 -0.027 -0.004 0.054 0.00
H 2.836980 2.676785 -2.088670 -0.021 0.036 0.030 0.00
H 3.943689 1.224296 -0.389626 -0.061 0.091 0.155 0.00
H 3.096674 -1.056143 0.020233 -0.041 0.038 0.113 0.00
```
Forces are in eV/Å.

Computed properties:
2S+1   2
LUMO energy (spin up / spin down)   -0.1277 / -0.1297 hartree
Gap between HOMO and LUMO (spin up / spin down)   0.2815 / 0.2792 Eh
DFT total energy   -66079.290 eV
Total charge   +1

The highest total charge belongs to which entry?
C17H21MnN4S

Number 1 is which compound?
C17H21BCl2F16O5

What is the formula in the first record?
C17H21BCl2F16O5